This record from OMol25 describes C36H62AsB2F4N6PS3Tl as an isolated structure at a distorted geometry. The level of theory is wB97M-V/def2-TZVPD.

```
! wB97M-V def2-TZVPD RIJCOSX def2/J DEFGRID3
* xyz 1 1
Tl 10.700 10.744 13.751
C 8.931 13.101 19.905
C 9.503 11.962 18.990
C 8.246 11.244 18.461
C 10.266 10.959 19.866
N 10.432 12.566 17.999
C 11.654 13.090 18.379
C 12.136 13.806 17.345
N 11.272 13.711 16.295
B 11.684 14.397 14.939
N 12.875 13.583 14.186
C 13.688 14.272 13.293
C 14.910 13.689 13.266
N 14.888 12.621 14.122
C 13.612 12.483 14.585
S 13.097 11.084 15.366
C 16.082 11.939 14.741
C 17.427 12.538 14.196
C 16.121 10.422 14.438
C 16.082 12.147 16.276
N 10.381 14.751 14.073
C 9.425 15.612 14.571
C 8.361 15.647 13.754
N 8.658 14.863 12.672
C 9.898 14.302 12.871
S 10.539 13.160 11.831
C 7.808 14.791 11.447
C 8.569 15.291 10.215
C 7.268 13.375 11.221
C 6.568 15.741 11.579
C 10.251 12.887 16.677
S 9.039 12.205 15.744
H 8.201 12.671 20.575
H 8.405 13.847 19.322
H 9.718 13.590 20.494
H 7.694 10.943 19.354
H 8.483 10.377 17.835
H 7.629 11.920 17.861
H 9.583 10.583 20.636
H 11.129 11.403 20.368
H 10.601 10.111 19.273
H 12.081 12.884 19.370
H 13.048 14.400 17.288
H 12.128 15.454 15.192
H 13.302 15.134 12.748
H 15.784 14.008 12.694
H 17.484 12.505 13.105
H 18.231 11.905 14.605
H 17.591 13.583 14.503
H 16.054 10.234 13.362
H 15.302 9.904 14.965
H 17.090 10.057 14.789
H 15.934 13.193 16.514
H 17.068 11.856 16.668
H 15.300 11.573 16.750
H 9.620 16.158 15.498
H 7.397 16.140 13.843
H 9.423 14.659 9.997
H 8.957 16.292 10.384
H 7.918 15.285 9.338
H 8.050 12.645 11.004
H 6.565 13.394 10.380
H 6.720 13.042 12.094
H 6.841 16.780 11.780
H 5.901 15.406 12.381
H 6.010 15.719 10.656
C 15.031 11.128 10.506
As 13.283 10.776 11.414
C 13.669 8.898 11.857
C 12.154 10.330 9.821
C 11.472 11.417 9.012
C 11.972 12.728 8.869
C 11.294 13.639 8.063
C 10.088 13.315 7.474
C 9.550 12.026 7.638
C 10.245 11.083 8.385
H 15.047 10.687 9.517
H 15.865 10.749 11.115
H 15.172 12.216 10.389
H 14.026 8.323 11.000
H 12.750 8.445 12.232
H 14.429 8.828 12.670
H 11.406 9.665 10.294
H 12.742 9.672 9.156
H 12.893 13.008 9.409
H 11.720 14.638 7.891
H 9.545 14.088 6.892
H 8.590 11.750 7.154
H 9.869 10.052 8.467
F 10.988 8.816 17.762
B 10.300 8.226 16.637
F 10.733 8.830 15.430
F 10.574 6.823 16.555
F 8.892 8.470 16.822
C 7.092 9.882 12.139
C 8.153 9.020 11.424
P 9.506 8.331 12.511
C 8.532 7.450 13.810
C 7.374 6.505 13.431
C 10.025 6.791 11.589
C 10.558 6.998 10.177
H 6.357 10.283 11.446
H 7.551 10.692 12.721
H 6.519 9.275 12.867
H 8.631 9.629 10.652
H 7.665 8.188 10.903
H 8.165 8.225 14.497
H 9.268 6.895 14.404
H 6.724 6.970 12.689
H 6.764 6.298 14.327
H 7.716 5.553 13.047
H 9.103 6.186 11.558
H 10.729 6.251 12.227
H 11.575 7.426 10.167
H 10.607 6.053 9.621
H 9.898 7.646 9.608
*
```

## Properties
E_LUMO (eV): -5.65
E_HOMO (eV): -10.45
ΔE to the lowest compared entry with this formula, charge and spin (eV): 0.000
HOMO-LUMO gap (Eh): 0.1764

---

This record from OMol25 describes C12H24Br2N2P as an isolated structure. The level of theory is wB97M-V/def2-TZVPD.

```
! wB97M-V def2-TZVPD RIJCOSX def2/J DEFGRID3
* xyz 1 1
C -0.222 0.590 6.791
P 0.384 2.177 6.229
C -0.139 2.571 4.532
Br -0.355 4.495 4.460
C 0.759 2.040 3.383
C 1.925 1.151 3.788
Br -0.387 1.078 2.139
H 0.412 -0.199 6.385
H -1.252 0.453 6.455
H -0.177 0.557 7.881
H 1.770 2.200 6.351
H -0.074 3.187 7.068
H -1.138 2.139 4.449
H 1.127 2.892 2.817
H 2.670 1.722 4.352
H 2.418 0.772 2.893
H 1.599 0.286 4.375
C 0.217 0.599 -1.431
C 0.982 0.151 -2.665
C 2.112 -0.814 -2.290
C 3.034 -0.209 -1.327
N 3.744 0.301 -0.580
H 0.879 1.144 -0.755
H -0.614 1.258 -1.684
H -0.189 -0.265 -0.902
H 1.393 1.016 -3.188
H 0.316 -0.365 -3.356
H 2.679 -1.129 -3.166
H 1.690 -1.710 -1.829
C -2.896 -1.229 -5.515
C -1.901 -2.323 -5.878
C -1.830 -3.436 -4.826
C -1.404 -2.929 -3.521
N -1.061 -2.529 -2.499
H -2.614 -0.730 -4.586
H -2.942 -0.474 -6.299
H -3.899 -1.638 -5.385
H -0.905 -1.896 -6.013
H -2.178 -2.781 -6.829
H -1.126 -4.213 -5.126
H -2.806 -3.908 -4.699
*
```

## Properties
E_LUMO (eV): -3.30
E_HOMO (eV): -13.11
HOMO-LUMO gap (Eh): 0.3605

---

This record from OMol25 describes a 2-piece molecular cluster, C3H6N2O2 overall at a distorted geometry. The level of theory is wB97M-V/def2-TZVPD.

```
! wB97M-V def2-TZVPD RIJCOSX def2/J DEFGRID3
* xyz 0 3
C -1.545 0.105 -1.416
C 2.346 0.466 -0.848
C -2.444 -0.439 0.850
N 1.357 0.450 0.189
N -2.277 -0.170 -0.527
O -1.022 0.341 -2.427
O 1.648 -0.108 1.227
H 2.544 1.517 -1.072
H 3.266 -0.068 -0.595
H 1.870 0.053 -1.740
H -3.108 -1.300 0.941
H -1.493 -0.664 1.337
H -2.913 0.416 1.348
*
```

## Properties
E_LUMO (spin up / spin down) (eV): 0.86 / -1.02
Expectation value of S²: 2.007
E_HOMO (spin up / spin down) (eV): -8.29 / -10.25
ΔE to the lowest compared entry with this formula, charge and spin (eV): 0.000
HOMO-LUMO gap (spin up / spin down) (Eh): 0.3363 / 0.3394

---

This record from OMol25 describes a 2-piece molecular cluster, C3H10Br2OSi2 overall. The level of theory is wB97M-V/def2-TZVPD.

```
! wB97M-V def2-TZVPD RIJCOSX def2/J DEFGRID3
* xyz 0 1
C -0.457 -1.042 -0.585
C 2.328 0.414 -0.335
C -0.338 1.933 0.438
O 0.743 -0.267 1.903
Si 0.260 -0.624 3.383
Si 0.565 0.264 0.341
Br -1.964 -0.110 3.237
Br -2.469 -3.828 2.917
H 0.097 -1.971 -0.711
H -1.379 -1.278 -0.060
H -0.730 -0.690 -1.575
H 2.779 -0.561 -0.492
H 2.315 0.929 -1.290
H 2.976 0.974 0.331
H -1.350 1.814 0.818
H 0.176 2.631 1.094
H -0.413 2.397 -0.540
H -3.108 -2.590 3.101
*
```

## Properties
E_LUMO (eV): -0.19
E_HOMO (eV): -9.30
ΔE to the lowest compared entry with this formula, charge and spin (eV): 0.451
HOMO-LUMO gap (Eh): 0.3349

---

This record from OMol25 describes C2H3O2Yb as an isolated structure at a distorted geometry. The level of theory is wB97M-V/def2-TZVPD.

```
! wB97M-V def2-TZVPD RIJCOSX def2/J DEFGRID3
* xyz 1 1
C 1.066 1.185 1.356
O 0.950 1.759 2.402
H 0.396 1.357 0.416
H 1.019 0.026 1.226
C -0.519 -0.660 -1.268
O -1.132 -1.499 -0.544
Yb -2.364 -1.571 -2.478
H 0.584 -0.596 -1.110
*
```

## Properties
E_LUMO (eV): -6.03
E_HOMO (eV): -12.25
ΔE to the lowest compared entry with this formula, charge and spin (eV): 1.085
HOMO-LUMO gap (Eh): 0.2284

---

This record from OMol25 describes a 2-piece molecular cluster, C4H10O2 overall. The level of theory is wB97M-V/def2-TZVPD.

```
! wB97M-V def2-TZVPD RIJCOSX def2/J DEFGRID3
* xyz 0 1
C -0.348 -1.072 -2.102
O 0.228 0.147 -2.347
C 0.014 1.047 -1.439
C 0.514 -0.334 0.386
O -0.382 0.481 1.110
C -0.155 0.429 2.494
H -0.028 -1.794 -2.851
H 0.092 -0.934 -0.719
H -1.431 -1.019 -1.959
H 0.639 1.931 -1.517
H -0.950 1.100 -0.939
H 0.577 -1.318 0.892
H 1.535 0.071 0.381
H -0.260 -0.597 2.879
H 0.852 0.792 2.755
H -0.899 1.069 2.976
*
```

## Properties
E_LUMO (spin up / spin down) (eV): 0.65 / 0.65
E_HOMO (spin up / spin down) (eV): -7.82 / -7.82
ΔE to the lowest compared entry with this formula, charge and spin (eV): 5.947
HOMO-LUMO gap (spin up / spin down) (Eh): 0.3111 / 0.3110

---

This record from OMol25 describes a 14-piece molecular cluster, C55H89BF3NO32S2 overall at a distorted geometry. The level of theory is wB97M-V/def2-TZVPD.

```
! wB97M-V def2-TZVPD RIJCOSX def2/J DEFGRID3
* xyz 0 1
C 32.160 -9.583 -1.743
C 32.573 -9.818 -0.295
N 34.043 -10.393 -0.128
C 34.329 -10.677 1.372
C 34.276 -11.773 -0.865
C 33.413 -12.936 -0.359
C 35.082 -9.386 -0.688
C 36.549 -9.681 -0.334
O 36.902 -9.803 1.060
C 36.950 -8.674 1.842
H 31.102 -9.323 -1.782
H 32.296 -10.503 -2.313
H 32.673 -8.827 -2.336
H 31.851 -10.479 0.185
H 32.460 -8.975 0.387
H 35.242 -11.264 1.274
H 33.621 -11.382 1.807
H 34.476 -9.722 1.876
H 35.338 -11.992 -0.755
H 34.044 -11.554 -1.907
H 33.681 -13.255 0.648
H 33.506 -13.792 -1.026
H 32.366 -12.647 -0.263
H 34.706 -8.407 -0.392
H 34.914 -9.251 -1.757
H 37.124 -8.866 -0.774
H 36.934 -10.591 -0.794
H 37.145 -8.916 2.887
H 36.080 -8.038 1.675
H 37.757 -8.028 1.495
O 37.404 -5.996 -0.650
C 36.279 -5.534 -0.668
O 35.328 -5.732 -1.574
B 34.036 -5.025 -1.099
O 34.445 -4.327 0.120
C 35.744 -4.529 0.369
O 36.400 -4.015 1.287
O 32.971 -6.026 -0.965
C 32.042 -5.760 -1.909
O 31.045 -6.398 -2.112
C 32.464 -4.464 -2.612
O 33.638 -4.109 -2.133
O 31.773 -3.912 -3.465
F 29.544 -5.458 -6.457
C 30.197 -4.569 -7.294
C 30.239 -4.898 -8.639
C 30.845 -4.007 -9.500
C 31.523 -2.850 -8.986
C 31.584 -2.559 -7.677
C 30.862 -3.452 -6.772
H 29.560 -5.660 -8.993
H 30.683 -4.264 -10.537
H 32.005 -2.222 -9.721
H 32.079 -1.667 -7.322
H 30.874 -3.292 -5.704
F 27.893 -2.267 3.147
C 29.055 -2.541 2.580
C 30.196 -2.615 3.395
C 31.432 -2.771 2.733
C 31.553 -2.746 1.368
C 30.414 -2.751 0.608
C 29.180 -2.723 1.224
H 30.085 -2.402 4.448
H 32.308 -2.941 3.341
H 32.463 -2.932 0.816
H 30.409 -2.929 -0.457
H 28.309 -2.648 0.589
F 39.164 -7.754 6.637
C 39.330 -7.314 5.379
C 38.397 -6.490 4.875
C 38.533 -5.995 3.567
C 39.580 -6.439 2.770
C 40.481 -7.446 3.269
C 40.395 -7.821 4.628
H 37.672 -6.087 5.567
H 37.834 -5.235 3.250
H 39.592 -6.099 1.745
H 41.243 -7.957 2.698
H 41.106 -8.529 5.027
C 27.481 -8.215 0.370
S 28.795 -7.965 1.670
O 29.425 -9.343 1.791
C 29.939 -6.918 0.712
H 26.657 -8.710 0.884
H 27.836 -8.844 -0.446
H 27.090 -7.281 -0.032
H 30.887 -6.846 1.245
H 29.563 -5.937 0.421
H 30.228 -7.571 -0.112
C 37.686 -0.896 1.833
S 38.801 -0.698 3.260
O 37.876 -0.524 4.456
C 39.499 -2.418 3.272
H 38.136 -1.669 1.210
H 37.523 -0.043 1.175
H 36.706 -1.203 2.199
H 38.698 -3.002 3.725
H 40.445 -2.571 3.791
H 39.534 -2.894 2.292
C 35.554 -0.541 -8.846
O 34.954 -1.147 -7.687
C 35.306 -2.431 -7.396
O 36.065 -3.138 -8.040
O 34.625 -2.837 -6.386
C 34.417 -4.183 -6.186
H 35.529 0.548 -8.799
H 35.029 -0.735 -9.782
H 36.572 -0.890 -9.019
H 35.324 -4.747 -6.400
H 33.656 -4.526 -6.887
H 34.026 -4.401 -5.192
C 25.665 -2.323 -0.911
O 26.834 -2.923 -1.384
C 26.757 -3.946 -2.269
O 25.746 -4.497 -2.666
O 27.967 -4.211 -2.664
C 28.170 -5.046 -3.778
H 25.017 -2.004 -1.728
H 26.024 -1.467 -0.341
H 24.991 -2.937 -0.313
H 28.871 -4.618 -4.494
H 27.235 -5.231 -4.308
H 28.551 -6.014 -3.454
C 38.381 -0.051 -4.300
O 37.317 -0.830 -3.784
C 37.024 -0.690 -2.484
O 37.754 -0.191 -1.639
O 35.861 -1.195 -2.273
C 35.173 -1.133 -1.022
H 38.801 -0.726 -5.047
H 39.291 -0.032 -3.701
H 38.166 0.878 -4.827
H 35.766 -1.726 -0.325
H 34.194 -1.612 -1.016
H 35.164 -0.133 -0.588
C 39.711 -3.401 -0.905
O 40.829 -2.866 -0.207
C 41.599 -3.755 0.466
O 41.585 -4.970 0.294
O 42.355 -3.046 1.354
C 43.088 -3.729 2.392
H 39.070 -2.681 -1.414
H 38.985 -3.745 -0.168
H 40.037 -4.280 -1.458
H 43.886 -4.368 2.011
H 42.527 -4.327 3.109
H 43.725 -2.950 2.810
C 36.779 -8.244 -3.976
O 35.633 -7.427 -4.073
C 34.460 -7.876 -4.343
O 34.135 -9.071 -4.499
O 33.661 -6.821 -4.430
C 32.278 -7.092 -4.790
H 37.176 -8.589 -4.930
H 36.626 -9.091 -3.307
H 37.498 -7.621 -3.444
H 32.131 -7.357 -5.837
H 31.641 -6.220 -4.645
H 31.849 -7.917 -4.222
C 37.035 -3.967 -3.961
O 38.436 -3.778 -3.593
C 39.406 -4.628 -4.026
O 39.201 -5.688 -4.670
O 40.581 -4.199 -3.661
C 41.707 -4.966 -4.090
H 36.887 -3.936 -5.040
H 36.417 -3.231 -3.448
H 36.638 -4.909 -3.580
H 41.980 -4.854 -5.140
H 41.489 -6.024 -3.946
H 42.510 -4.612 -3.445
C 40.618 -9.960 -4.781
O 39.954 -9.614 -3.545
C 40.698 -9.249 -2.548
O 41.904 -8.976 -2.614
O 39.930 -9.061 -1.477
C 40.404 -8.182 -0.447
H 39.831 -9.750 -5.505
H 41.035 -10.959 -4.910
H 41.399 -9.269 -5.099
H 40.003 -8.514 0.510
H 39.972 -7.222 -0.730
H 41.494 -8.201 -0.449
*
```

## Properties
E_LUMO (eV): -0.02
E_HOMO (eV): -8.26
HOMO-LUMO gap (Eh): 0.3025

---

This record from OMol25 describes a 2-piece molecular cluster, C10H16O overall at a distorted geometry. The level of theory is wB97M-V/def2-TZVPD.

```
! wB97M-V def2-TZVPD RIJCOSX def2/J DEFGRID3
* xyz 0 1
C 2.568 0.663 -1.053
C 1.079 0.983 -1.008
C 0.131 0.046 -1.400
C -1.212 0.330 -1.160
C -1.607 1.461 -0.483
O -2.924 1.538 -0.103
C -0.657 2.405 -0.125
C 0.683 2.157 -0.386
H 2.884 0.202 -0.126
H 3.124 1.565 -1.300
H 2.780 -0.013 -1.875
H 0.332 -0.871 -1.936
H -1.995 -0.380 -1.399
H -3.283 2.421 -0.246
H -0.958 3.263 0.458
H 1.439 2.809 0.008
C 1.688 -2.239 1.394
C 0.160 -2.319 1.355
C -0.406 -3.543 2.077
H 2.119 -3.161 1.772
H 2.030 -1.363 1.940
H 2.121 -2.171 0.388
H -0.272 -1.431 1.824
H -0.292 -2.286 0.372
H 0.232 -4.416 2.089
H -0.849 -3.399 3.056
H -1.285 -3.961 1.553
*
```

## Properties
E_LUMO (eV): 0.87
E_HOMO (eV): -8.61
SMILES string: Cc1ccc(O)cc1.CCC
ΔE to the lowest compared entry with this formula, charge and spin (eV): 1.213
HOMO-LUMO gap (Eh): 0.3484

---

This record from OMol25 describes a 6-piece molecular cluster, H13O6 overall at a distorted geometry. The level of theory is wB97M-V/def2-TZVPD.

```
! wB97M-V def2-TZVPD RIJCOSX def2/J DEFGRID3
* xyz 1 1
O 0.248 0.578 0.352
H -0.351 -0.082 0.838
H -0.252 0.883 -0.309
H 1.146 0.256 0.182
O -0.649 0.428 -2.182
H -0.125 -0.128 -2.641
H -0.575 1.364 -2.305
O 0.731 -2.228 -0.268
H 1.438 -2.815 -0.127
H 0.099 -2.488 -0.869
O -2.713 2.713 -0.334
H -3.421 3.309 -0.490
H -1.956 3.296 -0.146
O 3.155 -0.282 0.887
H 3.642 0.464 0.754
H 3.586 -0.942 0.295
O -1.372 -1.234 1.783
H -1.906 -1.143 2.422
H -0.726 -1.948 2.159
*
```

## Properties
E_LUMO (eV): -3.19
E_HOMO (eV): -14.79
ΔE to the lowest compared entry with this formula, charge and spin (eV): 2.668
HOMO-LUMO gap (Eh): 0.4264